Entry 1:
4 unconnected molecules or ions with the total composition C11H23NO5S2 in a non-equilibrium geometry. Source: the OMol25 dataset; level of theory: ωB97M-V/def2-TZVPD.

```
42
Properties=species:S:1:pos:R:3:forces:R:3
C -6.96593 3.43630 -0.21632 1.115 -1.351 -2.173
C -7.49418 4.33705 0.75654 -0.602 2.268 3.268
O -8.08307 5.41542 0.02565 -0.049 -0.016 1.782
C -8.33428 4.94065 -1.17128 -1.487 3.314 -2.957
O -8.94780 5.55956 -2.01942 0.419 -1.049 1.128
O -7.69530 3.84056 -1.39105 0.561 -3.077 -0.602
H -7.20461 2.42503 0.11305 0.196 -0.198 -0.714
H -5.91976 3.53629 -0.50550 0.080 -0.063 0.408
H -6.79594 4.78459 1.46383 0.185 -0.154 -0.140
H -8.23826 3.81442 1.35763 -0.409 0.327 -0.002
C -1.43801 -6.22995 -1.39607 0.087 0.419 -1.441
C -1.06675 -6.31501 -2.92821 0.618 0.727 1.716
C 0.37790 -5.72143 -3.15100 -0.312 -0.680 0.019
C 0.55534 -5.19557 -4.50505 0.233 0.687 -2.509
N 0.64590 -4.76440 -5.58977 -0.187 -0.962 2.501
H -0.98250 -7.06671 -0.86649 0.073 0.248 0.158
H -2.52028 -6.28026 -1.27673 0.046 -0.074 0.073
H -1.09284 -5.26177 -1.03333 -0.049 -0.159 0.416
H -1.72213 -5.69553 -3.54044 -0.305 -0.412 0.102
H -1.15671 -7.38492 -3.11614 0.251 0.251 -0.942
H 1.14876 -6.45730 -2.92218 0.024 -0.165 -0.270
H 0.62576 -4.89985 -2.47893 -0.480 0.123 0.181
C 5.38042 1.84426 4.60775 0.550 0.234 0.997
S 6.09353 0.15526 4.27943 0.124 -0.103 -1.549
O 6.84757 0.02850 2.96758 -1.030 0.701 0.971
C 7.43014 0.00594 5.46087 -0.318 0.469 0.130
H 4.55174 2.16947 3.97877 0.371 -0.531 -0.558
H 6.09260 2.65742 4.74812 0.388 -0.124 -0.638
H 4.92998 1.80338 5.59948 -0.089 -0.598 0.213
H 8.23579 0.71573 5.27319 -0.212 0.168 -0.035
H 7.80538 -0.98958 5.22372 -0.089 -0.016 0.350
H 7.00972 0.10047 6.46208 0.292 -0.196 0.111
C 1.15532 0.97353 -1.85855 0.163 0.139 -0.046
S 0.86592 2.75369 -1.48297 1.198 -0.298 2.613
O 0.34762 2.79699 -0.04413 0.259 -0.091 -1.918
C 2.70245 3.08685 -1.29265 -0.660 -0.708 -0.205
H 1.84196 0.81411 -2.68993 -0.452 0.417 -0.559
H 0.16788 0.54405 -2.02781 0.207 -0.117 -0.089
H 1.69515 0.44997 -1.06951 -0.468 0.363 0.622
H 3.04925 2.23707 -0.70469 0.131 -0.065 -0.200
H 3.00944 3.96811 -0.72944 -0.691 0.275 -0.354
H 3.09287 3.06760 -2.31013 0.315 0.079 0.140
```
Positions in Å, forces in eV/Å.

Results
max |F|: 4.7 eV/A
E_HOMO: -8.9637 eV
charge: 0
molecular weight: 313.44 g/mol
E_LUMO: 0.017 hartree
Kohn-Sham gap: 9.4 eV
energy above the lowest of the compared OMol25 structures with the same formula, charge and spin: 2.371 eV

Atom charges from the natural (NBO) analysis, given in e for atoms 1 to 6:
1. C -0.105
2. C -0.117
3. O -0.465
4. C 0.953
5. O -0.597
6. O -0.466


Entry 2:
A molecular structure, C11H23O3P2V in a non-equilibrium geometry. Source: the OMol25 dataset; level of theory: ωB97M-V/def2-TZVPD.

```
40
Properties=species:S:1:pos:R:3:forces:R:3
C 0.36632 0.81258 -1.77397 -0.098 -0.006 0.107
C 0.07209 0.03345 -2.88152 0.198 -1.082 -1.244
C -0.27681 -1.32688 -2.95237 -0.133 1.044 -0.312
C -0.34200 -2.19704 -1.84179 0.247 -0.920 0.323
C -0.12429 -1.91760 -0.51426 0.179 -0.015 -0.493
V -0.67487 -0.00687 -0.34794 1.364 0.652 0.849
P 0.10097 2.27849 0.33747 -1.048 -0.588 0.499
H 0.83199 1.76988 -2.05250 -0.166 -0.263 0.104
H 0.19684 0.51079 -3.85216 -0.036 -0.009 -0.307
H -0.40595 -1.76790 -3.94960 -0.142 0.243 0.380
H 0.01101 -2.80264 0.12618 -0.273 0.413 -0.488
H -0.50445 -3.23492 -2.10621 0.026 -0.481 -0.297
H -0.90875 2.91482 1.11098 0.486 0.544 0.346
H 0.26164 3.32114 -0.61425 0.148 -0.078 0.273
H 1.26593 2.49821 1.13524 -0.387 0.194 -0.138
C -1.41756 2.38659 4.32744 -0.851 0.451 0.200
C 0.06022 2.27045 4.04990 0.073 -1.140 -0.563
O 0.42179 0.96370 3.38684 -0.324 1.403 0.318
P -0.97597 0.16324 2.81514 -0.214 -1.121 -2.007
O -1.32347 -0.46718 4.27509 -0.016 -1.036 1.722
C -0.56700 -1.16093 5.32796 -0.129 -0.041 -1.386
C 0.84483 -0.66124 5.58931 0.359 0.222 0.364
O -1.14052 -1.38443 1.88608 0.450 0.085 1.634
C -1.05009 -2.76292 2.40148 -1.105 1.698 -0.440
C 0.37704 -3.18558 2.60761 -0.078 -0.319 0.799
H -2.02100 2.21044 3.43481 0.116 0.090 0.131
H -1.71429 3.36917 4.67991 0.374 0.447 0.152
H -1.75076 1.67865 5.07943 0.015 -0.107 0.020
H 0.37214 3.08305 3.39003 0.199 -0.167 0.020
H 0.59134 2.33232 5.00482 0.288 -0.102 -0.249
H -1.13605 -1.02101 6.24964 -0.199 -0.104 -0.177
H -0.58215 -2.22742 5.02716 0.132 0.456 0.488
H 0.81021 0.39214 5.91302 0.138 -0.374 -0.290
H 1.27240 -1.22134 6.42893 -0.240 -0.108 0.088
H 1.56658 -0.77495 4.77339 -0.478 0.162 -0.031
H -1.70719 -2.77909 3.29214 0.610 -0.236 -0.024
H -1.56819 -3.38524 1.66132 0.297 0.111 -0.082
H 0.84807 -2.59830 3.40335 0.046 0.017 -0.237
H 0.40247 -4.22891 2.92659 0.019 -0.156 0.073
H 0.95000 -3.10917 1.69639 0.152 0.224 -0.125
```
Positions in Å, forces in eV/Å.

Results
max |F|: 2.3 eV/A
<S²>: 3.876
E_HOMO (spin up / spin down): -1.2839 / -2.4573 eV
charge: -1
molecular weight: 316.19 g/mol
spin multiplicity: 4
E_LUMO (spin up / spin down): 0.113 / 0.112 hartree
Kohn-Sham gap (spin up / spin down): 4.4 / 5.5 eV

Atom charges from the natural (NBO) analysis, given in e for atoms 1 to 6:
1. C -0.709
2. C -0.259
3. C -0.358
4. C -0.311
5. C -0.673
6. V 0.770


Entry 3:
A molecular structure, C11H23P2Tm in a non-equilibrium geometry. Source: the OMol25 dataset; level of theory: ωB97M-V/def2-TZVPD.

```
37
Properties=species:S:1:pos:R:3:forces:R:3
C 0.12926 -0.81283 -1.91718 -0.657 -0.990 1.139
C -0.68496 0.06304 -2.57410 -0.835 -0.259 -2.001
C -0.71050 1.46255 -2.23806 -0.409 0.379 0.000
C 0.39817 1.99615 -1.49770 0.496 1.619 -0.824
C 1.26159 1.16330 -0.83691 -0.140 0.043 2.019
Tm -0.68077 0.33891 -0.22762 1.165 -1.389 0.951
P 0.08583 -2.19728 0.75560 -0.103 -0.409 -0.226
H 0.32763 -1.85098 -2.20151 -0.217 0.349 -0.526
H -1.37223 -0.25899 -3.36933 0.403 0.245 -0.126
H -1.43962 2.13689 -2.68872 0.232 -0.247 0.056
H 2.19784 1.50299 -0.38478 -0.074 0.385 -0.452
H 0.49152 3.08872 -1.45888 0.163 -0.188 -0.492
H 1.42610 -2.35946 1.23740 -0.663 -0.095 -0.012
H 0.07509 -3.31893 -0.11408 0.007 0.226 0.189
H -0.67753 -2.80310 1.80348 0.594 -0.193 -0.129
C -0.20011 -1.20640 4.33441 -0.047 -0.078 0.261
C -0.30287 0.29444 4.07826 -0.068 0.482 0.094
P 0.31232 0.86608 2.44302 0.422 -0.411 -0.466
C 0.23315 2.69588 2.55021 -0.007 0.088 0.260
C 0.59554 3.31981 3.89439 -0.017 0.477 0.016
C 2.11693 0.37969 2.47419 -0.282 0.133 -0.044
C 2.90126 0.73432 3.73645 0.251 -0.121 0.013
H -0.75837 -1.80827 3.60701 0.176 0.238 0.180
H -0.61728 -1.41898 5.32630 0.075 -0.064 -0.186
H 0.84365 -1.54698 4.35058 -0.218 0.060 -0.122
H -1.35384 0.62656 4.12092 0.264 -0.119 0.105
H 0.24070 0.85174 4.85589 -0.232 -0.273 -0.098
H 0.86981 3.08880 1.74452 -0.204 -0.153 0.107
H -0.80873 2.94445 2.28198 0.352 0.024 0.066
H 1.66091 3.22540 4.11797 -0.220 -0.077 0.035
H 0.37514 4.38980 3.87056 0.016 -0.010 0.022
H 0.01347 2.89932 4.71878 0.133 0.051 -0.099
H 2.14603 -0.71183 2.30557 -0.049 0.499 0.078
H 2.57390 0.83872 1.58366 -0.223 -0.210 0.265
H 2.38744 0.40595 4.64844 0.128 0.145 -0.142
H 3.87171 0.22533 3.71173 -0.113 0.082 0.051
H 3.10825 1.80719 3.80387 -0.102 -0.239 0.037
```
Positions in Å, forces in eV/Å.

Results
max |F|: 2.2 eV/A
<S²>: 2.004
E_HOMO (spin up / spin down): -5.4760 / -5.5581 eV
charge: 0
molecular weight: 386.19 g/mol
spin multiplicity: 3
E_LUMO (spin up / spin down): -0.010 / -0.010 hartree
Kohn-Sham gap (spin up / spin down): 5.2 / 5.3 eV

Atom charges from the natural (NBO) analysis, given in e for atoms 1 to 6:
1. C -0.570
2. C -0.393
3. C -0.533
4. C -0.394
5. C -0.594
6. Tm 1.157